C44H80BMnO36 | wB97M-V/def2-TZVPD

The calculation puts the HOMO-LUMO gap (spin up / spin down) at 6.06 / 2.70 eV. The HOMO energy (spin up / spin down) comes out at -13.02 / -13.02 eV. Its spin multiplicity is 7. For the molar mass, the calculation gives 1250.84 g mol⁻¹. For the strongest force on any atom, the calculation gives 6.10 eV/A. As for the total charge: +2.

Atoms and positions in Å:
Mn  -2.8980  -5.6469  -0.9166
O  -2.5958  2.1096  -1.7504
C  -2.2139  1.0966  -1.0689
O  -1.7256  -0.0420  -1.4718
B  -1.2104  -0.8183  -0.2668
O  -1.5960  -0.0267  0.9307
C  -2.0902  1.1963  0.4515
O  -2.2302  2.2993  1.0129
O  0.2088  -1.0469  -0.3906
C  0.4427  -2.3379  -0.5631
O  1.5658  -2.8217  -0.6336
C  -0.9263  -3.0654  -0.4523
O  -1.8099  -2.1715  -0.1657
O  -1.1388  -4.2895  -0.6368
C  4.7364  -0.8687  -6.3430
C  3.6159  0.2054  -6.4198
O  2.8503  0.2931  -5.2344
C  1.9926  1.3453  -5.0150
O  1.8480  2.3409  -5.7743
O  1.3243  1.0801  -3.8831
C  0.3535  1.9751  -3.3042
H  5.0163  -1.2262  -7.3339
H  4.4138  -1.7417  -5.7755
H  5.6521  -0.6197  -5.8068
H  2.9363  0.1000  -7.2655
H  4.0342  1.1893  -6.6323
H  0.0594  2.8057  -3.9459
H  0.5611  2.3139  -2.2892
H  -0.5251  1.3302  -3.3137
C  -0.8737  -10.1513  3.7824
C  -0.1743  -8.9732  3.0940
O  -1.0673  -8.2660  2.2639
C  -0.7223  -7.1063  1.6120
O  -1.5164  -6.2725  1.2512
O  0.6919  -6.8118  1.7678
C  1.1935  -5.5794  1.3563
H  -0.0976  -10.6065  4.3976
H  -1.0990  -10.9323  3.0562
H  -1.7359  -9.9108  4.4043
H  0.5297  -9.4070  2.3838
H  0.3582  -8.2581  3.7210
H  2.2797  -5.6361  1.4274
H  0.8219  -4.9374  2.1550
H  0.8676  -5.3960  0.3325
C  1.7020  -9.9074  -1.1743
C  0.5553  -8.9402  -1.4853
O  1.0202  -7.7416  -2.0679
C  0.1972  -6.7713  -2.1260
O  -0.9279  -6.7819  -1.5760
O  0.6859  -5.8880  -2.9715
C  -0.1169  -4.8865  -3.6228
H  1.6252  -10.7894  -1.8102
H  1.6058  -10.1958  -0.1276
H  2.7153  -9.5458  -1.3491
H  0.0599  -8.7262  -0.5383
H  -0.1119  -9.4755  -2.1609
H  -1.2003  -5.0030  -3.5952
H  0.0484  -4.8978  -4.7001
H  0.2262  -3.9186  -3.2573
C  2.3062  9.6302  -1.0812
C  1.3171  9.0360  -0.1213
O  1.3765  7.6178  -0.5132
C  0.8256  6.6231  0.1825
O  0.4539  6.6780  1.3678
O  0.7252  5.5565  -0.6446
C  0.1158  4.4479  -0.0921
H  3.3454  9.5405  -0.7646
H  2.1633  10.7050  -1.1931
H  2.3327  9.1419  -2.0553
H  0.2609  9.2887  -0.2145
H  1.5320  9.1942  0.9356
H  -0.9552  4.6375  -0.0203
H  0.5904  4.1735  0.8500
H  0.3329  3.5823  -0.7179
C  2.2215  2.5555  4.0068
C  3.6086  2.4994  3.3084
O  3.8165  1.5878  2.2338
C  3.2774  1.7667  0.9873
O  2.7029  2.7983  0.5122
O  3.4407  0.6965  0.2587
C  2.9331  0.6346  -1.0366
H  2.1341  3.2383  4.8520
H  2.0377  1.5830  4.4635
H  1.4434  2.8007  3.2839
H  4.3443  2.2782  4.0817
H  3.8097  3.5340  3.0302
H  3.6211  0.9140  -1.8346
H  2.0279  1.2416  -1.0520
H  2.5717  -0.3661  -1.2734
C  -5.8123  -0.4695  -1.7665
C  -5.2051  -1.8411  -1.5711
O  -4.9211  -2.2923  -2.8290
C  -4.0024  -3.3232  -3.0248
O  -3.4167  -3.9647  -2.1539
O  -3.8130  -3.5624  -4.3365
C  -4.5959  -3.1191  -5.4117
H  -5.1221  0.2745  -2.1642
H  -6.2953  -0.1489  -0.8435
H  -6.4492  -0.4124  -2.6492
H  -5.9256  -2.5589  -1.1791
H  -4.3282  -1.8086  -0.9246
H  -5.1466  -2.1995  -5.2139
H  -5.3768  -3.8562  -5.5987
H  -3.8766  -2.9485  -6.2128
C  -3.6633  10.3372  -0.9875
C  -3.2398  9.1606  -1.9307
O  -3.0583  8.0894  -1.0255
C  -3.9391  7.0140  -1.1402
O  -4.8942  6.9805  -1.9170
O  -3.6059  6.1935  -0.2018
C  -4.2451  4.9613  -0.0345
H  -3.7708  11.2397  -1.5892
H  -2.9522  10.5312  -0.1844
H  -4.6640  10.1795  -0.5853
H  -2.2462  9.3738  -2.3249
H  -3.9924  8.9950  -2.7016
H  -5.3337  4.9572  0.0194
H  -3.9349  4.5580  0.9294
H  -4.1736  4.1773  -0.7885
C  -2.3115  6.0398  8.8200
C  -3.1275  5.8294  7.5093
O  -2.2724  5.2590  6.5149
C  -2.6652  4.8843  5.2906
O  -3.7104  5.0742  4.7731
O  -1.5273  4.2845  4.7839
C  -1.6091  4.0696  3.4524
H  -2.6164  6.9599  9.3186
H  -1.2263  6.0358  8.7181
H  -2.6128  5.1736  9.4091
H  -3.1679  6.7930  7.0014
H  -4.1461  5.4817  7.6816
H  -0.5753  4.0702  3.1067
H  -2.0091  4.9671  2.9806
H  -1.9826  3.0753  3.2077
O  -0.3900  -2.9100  5.1218
C  -0.1459  -1.7951  5.5338
O  0.1952  -0.7513  4.8294
C  0.3329  -0.8191  3.4446
C  1.7840  -1.1206  3.0753
C  -0.1822  -1.5208  7.0932
H  -0.0014  0.1533  3.0831
H  -0.3797  -1.5536  3.0692
H  1.9970  -0.6877  2.0979
H  1.9600  -2.1963  3.0719
H  2.5331  -0.5794  3.6532
H  0.7315  -1.8965  7.5538
H  -1.0556  -2.1037  7.3856
H  -0.2862  -0.4515  7.2773
O  4.6890  -1.2143  -2.8626
C  5.5442  -2.0499  -2.8952
O  5.4923  -3.2757  -2.4533
C  4.2873  -3.8835  -2.0385
C  3.8786  -4.8670  -3.1490
C  6.8629  -1.6994  -3.3903
H  3.4832  -3.1535  -1.9458
H  4.4010  -4.4069  -1.0892
H  4.7407  -5.4329  -3.5022
H  3.2725  -4.5862  -4.0103
H  3.2784  -5.6601  -2.7031
H  7.0930  -2.3131  -4.2612
H  7.5667  -1.9749  -2.6049
H  6.9728  -0.6247  -3.5356